Formula: C5H8N2OS
Source: OMol25
Level of theory: wB97M-V/def2-TZVPD

XYZ file:
```
17
C5H8N2OS | OMol25 | wB97M-V/def2-TZVPD
N 0.013 -2.678 -0.075
N -0.937 -1.101 1.709
O -0.850 1.525 -1.149
S -1.117 -2.694 1.193
C 0.405 -1.439 -0.179
C -0.116 -0.558 0.836
C 1.398 -1.142 -1.250
C -0.908 1.734 0.269
C 0.173 0.923 0.961
H -1.606 2.019 -1.577
H 1.272 -1.760 -2.090
H 1.300 -0.077 -1.530
H 2.424 -1.318 -0.888
H -1.878 1.396 0.642
H -0.874 2.805 0.560
H 0.170 1.196 2.055
H 1.133 1.170 0.515
```

Summary:
* charge: 0
* HOMO-LUMO gap: 9.73 eV
* strongest force on any atom: 0.0471 hartree/bohr
* LUMO energy: 0.52 eV

Formula: C39H35IN4O4PPtS2
Source: OMol25
Level of theory: wB97M-V/def2-TZVPD

XYZ file:
```
87
C39H35IN4O4PPtS2 | OMol25 | wB97M-V/def2-TZVPD
Pt 0.761 2.799 -1.226
O 1.607 1.258 -0.141
C 2.611 1.880 0.724
C 3.404 2.840 -0.226
O 4.478 3.263 0.148
O 2.825 3.106 -1.352
C 1.844 2.642 1.798
C 1.935 4.019 1.943
C 1.141 4.674 2.877
C 0.252 3.958 3.663
C 0.164 2.578 3.525
C 0.963 1.921 2.604
C 3.561 0.851 1.302
C 4.237 1.144 2.482
C 5.165 0.256 3.000
C 5.429 -0.940 2.348
C 4.760 -1.237 1.172
C 3.838 -0.342 0.649
H 1.114 0.497 0.288
H 2.628 4.582 1.330
H 1.216 5.750 2.982
H -0.374 4.473 4.381
H -0.531 2.003 4.125
H 0.882 0.842 2.504
H 4.039 2.077 2.992
H 5.681 0.500 3.920
H 6.146 -1.639 2.760
H 4.941 -2.172 0.656
H 3.315 -0.604 -0.257
S -1.667 -1.410 3.058
P -0.879 -2.271 1.471
S 0.809 -1.531 0.673
C -2.115 -2.426 0.117
C -1.694 -2.752 -1.170
C -2.618 -2.922 -2.189
C -3.974 -2.758 -1.934
C -4.399 -2.425 -0.656
C -3.472 -2.265 0.368
C -0.552 -4.051 1.791
C -1.302 -4.721 2.752
C -1.114 -6.079 2.967
C -0.172 -6.778 2.226
C 0.583 -6.112 1.270
C 0.395 -4.755 1.053
H -0.632 -2.848 -1.372
H -2.279 -3.169 -3.188
H -4.696 -2.880 -2.732
H -5.454 -2.288 -0.452
H -3.788 -2.001 1.371
H -2.020 -4.161 3.339
H -1.700 -6.590 3.722
H -0.021 -7.837 2.397
H 1.327 -6.650 0.695
H 0.998 -4.228 0.323
O 0.431 5.336 -2.538
N 0.041 4.313 -2.075
C -1.454 4.000 -1.985
C -2.246 5.196 -1.668
N -2.855 6.119 -1.366
C -1.827 3.491 -3.310
N -2.092 3.127 -4.365
C -2.158 1.262 0.703
C -2.321 1.820 -0.711
C -2.137 0.674 -1.702
C -3.734 2.403 -0.845
C -1.279 2.931 -0.858
H -2.862 0.449 0.880
H -2.331 2.032 1.460
H -1.157 0.857 0.861
H -2.897 -0.089 -1.526
H -1.159 0.208 -1.567
H -2.229 1.002 -2.738
H -4.472 1.632 -0.613
H -3.943 2.756 -1.859
H -3.888 3.235 -0.152
H -1.320 3.525 0.063
I 2.976 -3.281 -2.531
C 1.724 -1.784 -3.257
C 0.719 -2.075 -4.162
C -0.087 -1.034 -4.594
C 0.134 0.236 -4.086
N 1.088 0.511 -3.198
C 1.880 -0.480 -2.808
H 0.569 -3.086 -4.518
H -0.885 -1.205 -5.304
H -0.490 1.066 -4.394
H 2.661 -0.217 -2.108
```

Summary:
* charge: -1
* HOMO-LUMO gap: 6.13 eV
* strongest force on any atom: 0.0046 hartree/bohr
* LUMO energy: 0.66 eV

Formula: C21H30Cl2IrN2OS5
Source: OMol25
Level of theory: wB97M-V/def2-TZVPD

XYZ file:
```
62
C21H30Cl2IrN2OS5 | OMol25 | wB97M-V/def2-TZVPD
Ir -0.398 0.088 0.209
C -3.588 0.032 1.798
C -2.891 1.104 2.620
S -1.582 1.993 1.695
C -0.317 2.219 2.989
C 1.031 2.512 2.358
S 1.744 1.196 1.325
C 2.555 0.111 2.540
C 1.626 -0.786 3.334
S 0.485 -1.682 2.230
C -0.949 -1.827 3.341
C -2.155 -2.307 2.561
S -2.577 -1.306 1.095
H -4.058 0.475 0.922
H -4.365 -0.446 2.395
H -2.456 0.710 3.536
H -3.636 1.852 2.894
H -0.296 1.335 3.624
H -0.615 3.075 3.595
H 1.766 2.749 3.128
H 0.956 3.365 1.682
H 3.131 0.748 3.212
H 3.255 -0.474 1.943
H 1.036 -0.218 4.052
H 2.207 -1.529 3.879
H -1.126 -0.857 3.804
H -0.701 -2.548 4.121
H -3.036 -2.339 3.201
H -1.979 -3.305 2.160
Cl -0.863 -1.080 -3.933
C -2.061 0.126 -3.792
C -2.756 0.541 -4.898
C -3.735 1.524 -4.794
C -4.025 2.103 -3.556
C -3.352 1.704 -2.436
Cl -3.721 2.442 -0.931
C -2.308 0.687 -2.472
N -1.645 0.315 -1.424
H -2.535 0.093 -5.857
H -4.277 1.844 -5.673
H -4.786 2.867 -3.477
C 1.806 2.808 -3.100
C 1.620 1.692 -2.093
O 0.605 2.023 -1.120
H 2.646 2.581 -3.756
H 2.007 3.752 -2.595
H 0.912 2.922 -3.718
H 2.533 1.535 -1.519
H 1.341 0.760 -2.594
H -0.106 2.486 -1.584
S 0.424 -2.145 -1.059
C 2.055 -2.619 -0.926
N 2.307 -3.936 -0.694
C 3.542 -4.484 -0.668
C 4.640 -3.702 -0.867
C 4.446 -2.330 -1.095
C 3.181 -1.796 -1.111
H 1.493 -4.529 -0.587
H 3.599 -5.546 -0.484
H 5.628 -4.136 -0.857
H 5.303 -1.693 -1.275
H 3.013 -0.747 -1.298
```

Summary:
* charge: +2
* HOMO-LUMO gap (spin up / spin down): 7.39 / 5.71 eV
* strongest force on any atom: 0.0210 hartree/bohr
* multiplicity: 6
* LUMO energy (spin up / spin down): -5.07 / -7.47 eV
* expectation value of S²: 8.82

Formula: C4H5InLiO
Source: OMol25
Level of theory: wB97M-V/def2-TZVPD

XYZ file:
```
12
C4H5InLiO | OMol25 | wB97M-V/def2-TZVPD
C 0.480 0.172 1.679
C 1.352 0.626 0.794
C 1.969 1.586 0.018
H 0.523 -0.869 2.014
H -0.352 0.789 2.025
H 1.414 2.099 -0.774
H 2.939 1.992 0.313
O 0.977 -0.694 -1.582
C 2.052 -0.299 -0.919
In -0.755 -1.025 -0.888
Li 1.785 0.077 -3.050
H 2.535 -1.119 -0.350
```

Summary:
* charge: +2
* HOMO-LUMO gap (spin up / spin down): 8.47 / 6.53 eV
* strongest force on any atom: 0.1286 hartree/bohr
* multiplicity: 2
* LUMO energy (spin up / spin down): -8.90 / -11.17 eV
* expectation value of S²: 0.77

Formula: C2H9N2O2S
Source: OMol25
Level of theory: wB97M-V/def2-TZVPD

XYZ file:
```
16
C2H9N2O2S | OMol25 | wB97M-V/def2-TZVPD
C 0.862 1.117 0.576
C 0.941 -0.100 1.329
N 0.782 1.056 -0.671
N 0.606 -1.156 0.362
O -2.810 0.965 0.828
O -1.876 -1.049 0.043
S -2.962 -0.111 -0.056
H 3.424 -2.076 -2.496
H 0.939 2.166 0.977
H 0.182 -0.107 2.119
H 1.838 -0.184 1.987
H 0.735 1.782 -1.256
H 1.012 -2.095 0.268
H 0.821 -0.588 -0.475
H -0.454 -1.151 0.244
H 2.782 -2.284 -2.481
```

Summary:
* charge: +1
* HOMO-LUMO gap: 9.49 eV
* strongest force on any atom: 0.0992 hartree/bohr
* LUMO energy: -5.42 eV

Formula: C4H8O3
Source: OMol25
Level of theory: wB97M-V/def2-TZVPD

XYZ file:
```
15
C4H8O3 | OMol25 | wB97M-V/def2-TZVPD
C -1.788 0.839 -0.537
C -0.429 0.472 -0.768
O 0.238 1.493 0.541
C 0.007 -0.932 -0.459
O 1.433 -1.091 -0.353
C 1.961 -1.004 0.865
O 1.362 -0.745 1.883
H -2.271 1.491 -1.259
H -0.938 1.579 0.459
H -2.433 0.098 -0.066
H 0.118 0.941 -1.584
H 0.458 0.932 1.312
H -0.282 -1.564 -1.303
H -0.473 -1.302 0.451
H 3.039 -1.207 0.818
```

Summary:
* charge: 0
* HOMO-LUMO gap: 9.19 eV
* strongest force on any atom: 0.0108 hartree/bohr
* LUMO energy: 0.83 eV

Formula: C21H25N3OS2
Source: OMol25
Level of theory: wB97M-V/def2-TZVPD

XYZ file:
```
52
C21H25N3OS2 | OMol25 | wB97M-V/def2-TZVPD
C -2.290 -4.543 0.348
C -2.456 -3.449 1.395
C -3.139 -2.195 0.850
C -2.289 -1.427 -0.163
C -3.028 -0.197 -0.704
C -4.083 -0.588 -1.748
C -5.126 0.497 -1.988
C -2.058 0.806 -1.343
N -1.122 1.390 -0.402
C 0.209 1.141 -0.438
O 0.654 0.316 -1.378
C 0.958 1.873 0.471
C 2.350 2.033 0.574
C 3.346 1.269 0.012
C 4.603 1.788 -0.467
N 5.235 0.867 -1.130
N 4.604 -0.305 -0.992
C 3.452 -0.129 -0.388
C 2.637 -1.263 0.023
C 1.914 -1.239 1.216
C 1.222 -2.360 1.630
C 1.230 -3.511 0.860
C 1.941 -3.541 -0.329
C 2.645 -2.429 -0.745
S -0.132 2.891 1.416
C -1.521 2.323 0.518
S -3.052 2.856 0.716
H -1.602 -4.235 -0.436
H -1.896 -5.448 0.807
H -3.248 -4.783 -0.108
H -3.061 -3.838 2.217
H -1.480 -3.179 1.799
H -4.087 -2.484 0.395
H -3.367 -1.528 1.685
H -1.363 -1.119 0.330
H -2.016 -2.074 -0.997
H -3.534 0.301 0.129
H -3.584 -0.838 -2.687
H -4.597 -1.485 -1.403
H -5.601 0.779 -1.052
H -4.687 1.389 -2.428
H -5.893 0.132 -2.667
H -1.469 0.316 -2.120
H -2.631 1.629 -1.777
H 1.620 0.193 -1.309
H 2.661 2.922 1.111
H 4.940 2.806 -0.433
H 1.930 -0.354 1.838
H 0.686 -2.337 2.569
H 0.694 -4.388 1.191
H 1.954 -4.439 -0.928
H 3.222 -2.441 -1.657
```

Summary:
* charge: 0
* HOMO-LUMO gap: 6.69 eV
* strongest force on any atom: 0.0326 hartree/bohr
* LUMO energy: -1.53 eV
* SMILES string: CCCC[C@H](CC)Cn1c(O)c(/C=C2/C=NN=C2c2ccccc2)sc1=S

Formula: C43H50As2N8O7PSTl
Source: OMol25
Level of theory: wB97M-V/def2-TZVPD

XYZ file:
```
113
C43H50As2N8O7PSTl | OMol25 | wB97M-V/def2-TZVPD
Tl -1.509 -0.268 0.941
C -4.430 2.086 5.912
N -4.202 1.845 4.498
C -4.764 2.550 3.468
C -4.259 2.012 2.317
N -3.398 1.001 2.624
C -3.378 0.911 3.936
P -2.424 -0.263 4.934
C -0.749 0.221 4.404
N -0.453 1.241 3.622
C 0.915 1.278 3.569
C 1.443 0.271 4.325
N 0.377 -0.388 4.873
C 0.447 -1.602 5.660
C -2.717 -1.792 3.987
N -2.841 -1.899 2.679
C -3.143 -3.202 2.419
C -3.207 -3.900 3.590
N -2.938 -3.001 4.586
C -2.867 -3.329 5.998
H -5.273 2.764 6.015
H -3.553 2.537 6.377
H -4.662 1.155 6.424
H -5.462 3.350 3.647
H -4.469 2.270 1.292
H 1.435 2.021 2.985
H 2.457 -0.041 4.509
H 1.313 -1.556 6.317
H 0.521 -2.469 5.003
H -0.446 -1.681 6.278
H -3.274 -3.553 1.412
H -3.396 -4.939 3.799
H -3.659 -4.032 6.245
H -3.002 -2.426 6.588
H -1.903 -3.776 6.243
O -3.359 -4.369 -1.829
As -1.992 -3.370 -1.285
O -1.200 -4.339 -0.206
O -2.646 -1.956 -0.718
C -1.157 -3.177 -3.049
C -1.789 -3.831 -4.106
C -1.288 -3.755 -5.397
C -0.128 -3.046 -5.664
C 0.525 -2.404 -4.628
C 0.003 -2.457 -3.344
S 0.941 -1.619 -2.105
O 2.329 -1.901 -2.297
O -0.682 0.176 -2.556
O 0.312 -1.956 -0.859
H -3.497 -5.034 -1.143
H -2.683 -4.402 -3.908
H -1.808 -4.264 -6.198
H 0.268 -2.996 -6.670
H 1.441 -1.854 -4.803
O -3.949 0.441 -0.569
H -3.831 -0.527 -0.652
H -3.633 0.774 -1.416
C 0.819 5.617 2.258
C 1.080 4.636 1.148
C 2.365 4.229 0.831
C 2.641 3.313 -0.180
C 4.111 3.060 -0.433
C 1.568 2.745 -0.901
As 1.898 1.573 -2.481
N 0.710 -0.001 -2.431
C -1.192 0.297 -3.848
C -2.497 -0.151 -3.990
C -3.133 -0.019 -5.214
C -2.470 0.549 -6.293
C -1.161 0.979 -6.137
C -0.510 0.858 -4.916
C 3.525 0.625 -1.982
C 3.753 0.004 -0.749
C 2.751 -0.055 0.374
C 4.977 -0.624 -0.536
C 5.966 -0.663 -1.504
C 7.277 -1.356 -1.253
C 5.715 -0.047 -2.725
C 4.512 0.592 -2.982
C 4.320 1.221 -4.344
C 0.275 3.258 -0.679
C -0.915 2.918 -1.529
C 0.051 4.159 0.356
H 1.632 5.617 2.983
H -0.108 5.378 2.780
H 0.724 6.631 1.863
H 3.199 4.641 1.391
H 4.361 3.041 -1.493
H 4.450 2.116 -0.010
H 4.689 3.860 0.029
H -2.976 -0.640 -3.150
H -4.148 -0.381 -5.324
H -2.968 0.649 -7.249
H -0.631 1.418 -6.974
H 0.510 1.191 -4.810
H 2.055 0.779 0.372
H 3.268 -0.065 1.334
H 2.165 -0.975 0.323
H 5.150 -1.107 0.420
H 7.298 -1.817 -0.267
H 8.109 -0.652 -1.318
H 7.450 -2.136 -1.996
H 6.476 -0.068 -3.498
H 5.226 1.108 -4.938
H 4.092 2.285 -4.282
H 3.501 0.748 -4.891
H -1.350 1.968 -1.237
H -0.656 2.855 -2.587
H -1.679 3.688 -1.421
H -0.963 4.505 0.532
N 0.019 -3.336 1.809
C 0.407 -2.726 2.713
H -0.442 -3.826 0.962
```

Summary:
* charge: 0
* HOMO-LUMO gap: 8.59 eV
* strongest force on any atom: 0.0095 hartree/bohr
* LUMO energy: 0.38 eV

Formula: C12H21N7O3
Source: OMol25
Level of theory: wB97M-V/def2-TZVPD

XYZ file:
```
43
C12H21N7O3 | OMol25 | wB97M-V/def2-TZVPD
H 5.818 0.916 0.626
N 5.590 -0.011 0.365
C 4.481 -0.009 -0.318
N 4.035 -1.240 -0.840
N 3.631 1.076 -0.534
C 2.173 1.041 -0.518
C 1.646 1.752 0.790
C 0.151 1.803 0.900
C -0.652 2.027 -0.360
N -0.175 3.226 -1.031
C -2.189 2.131 0.060
O -2.687 3.244 0.180
N -2.816 1.023 0.446
C -2.447 -0.321 0.051
C -1.878 -1.170 1.260
C -0.578 -1.818 0.843
C 0.699 -1.589 1.292
N 1.498 -2.373 0.495
C 0.671 -2.976 -0.450
N -0.583 -2.659 -0.242
C -3.640 -1.122 -0.500
O -4.757 -0.702 -0.515
O -3.252 -2.299 -1.036
H 4.773 -1.919 -0.639
H 3.819 -1.142 -1.826
H 4.001 1.897 -0.041
H 1.843 -0.030 -0.544
H 1.785 1.482 -1.424
H 2.047 1.293 1.703
H 2.049 2.780 0.766
H -0.177 0.868 1.304
H -0.080 2.571 1.626
H -0.549 1.192 -1.064
H -0.613 4.026 -0.542
H -0.525 3.308 -1.993
H -3.789 1.114 0.660
H -1.674 -0.279 -0.776
H -1.764 -0.508 2.164
H -2.575 -1.925 1.653
H 1.089 -0.980 2.127
H 2.482 -2.185 0.349
H 1.043 -3.594 -1.245
H -2.313 -2.612 -0.833
```

Summary:
* charge: 0
* HOMO-LUMO gap: 9.55 eV
* strongest force on any atom: 0.0488 hartree/bohr
* LUMO energy: 0.38 eV
* SMILES string: [H]/N=C(/N)NCCC[C@H](N)C(=O)N[C@@H](Cc1c[nH]cn1)C(=O)O

Formula: C3H10N2
Source: OMol25
Level of theory: wB97M-V/def2-TZVPD

XYZ file:
```
15
C3H10N2 | OMol25 | wB97M-V/def2-TZVPD
C 2.361 -0.186 0.013
N 1.112 0.542 0.116
C -0.074 -0.315 -0.051
C -1.385 0.501 0.126
N -2.554 -0.281 -0.137
H 2.300 -0.903 -0.859
H 3.243 0.511 -0.181
H 2.545 -0.811 0.868
H 1.226 1.274 -0.627
H -0.104 -1.021 -0.962
H 0.037 -1.085 0.747
H -1.366 1.338 -0.638
H -1.281 0.904 1.181
H -3.316 0.331 -0.352
H -2.743 -0.800 0.756
```

Summary:
* charge: 0
* HOMO-LUMO gap: 9.97 eV
* strongest force on any atom: 0.0465 hartree/bohr
* LUMO energy: 1.15 eV
* SMILES string: CNCCN

Formula: C2H3BrI2
Source: OMol25
Level of theory: wB97M-V/def2-TZVPD

XYZ file:
```
8
C2H3BrI2 | OMol25 | wB97M-V/def2-TZVPD
C -0.921 1.058 -0.702
C 1.868 -1.526 0.097
Br 1.183 -3.266 0.253
I 1.887 -0.554 1.929
I -1.874 1.048 1.232
H 0.003 1.575 -0.465
H -0.555 0.004 -0.954
H -1.593 1.661 -1.390
```

Summary:
* charge: 0
* HOMO-LUMO gap: 7.67 eV
* strongest force on any atom: 0.0377 hartree/bohr
* LUMO energy: -1.54 eV